The molecule C5H8FN at a distorted geometry, computed with ωB97M-V with the def2-TZVPD basis set.

Energy relative to the best compared isomer or geometry (same formula, charge and spin) (kcal per mole): 18.4
E_LUMO (eV): 1.14
HOMO level (hartree): -0.3194
Net charge: 0
Frontier orbital gap (eV): 9.8

Atoms and positions in Å:
F -1.54 1.79 -0.40
C -0.81 0.93 0.35
C -1.32 -0.56 0.12
N -0.22 -1.32 -0.56
C 0.91 -0.43 -0.67
C 1.50 -0.05 0.62
C 0.59 0.91 -0.11
H -0.91 1.22 1.42
H -2.29 -0.58 -0.45
H -1.49 -1.10 1.08
H -0.56 -1.62 -1.45
H 1.51 -0.58 -1.54
H 2.55 0.21 0.66
H 1.08 -0.66 1.41
H 1.00 1.85 -0.49

natural (NBO) atomic charge list, values in e, 8 entries:
1 F -0.36
2 C 0.20
3 C -0.27
4 N -0.62
5 C -0.05
6 C -0.43
7 C -0.30
8 H 0.16